# 1
C6H15BCsF4NO2 | ωB97M-V/def2-TZVPD

Last column: Löwdin charge in e.
Geometry (Å):
Cs -0.89074 -1.07799 -1.19695  1.2385
B 0.99448 -2.86828 -3.54850  -1.3072
F 1.73552 -3.12465 -2.39983  0.0948
F -0.36219 -3.14613 -3.19620  -0.0495
F 1.04850 -1.45643 -3.77835  0.0187
F 1.35079 -3.61121 -4.65684  0.1380
C -1.48046 2.78527 -2.09767  -0.0993
O -1.47214 2.04639 -0.89581  -0.2881
C -1.21030 2.84972 0.23329  -0.2398
C -1.14367 2.03025 1.49593  -0.1977
N -0.16475 0.95254 1.34616  -0.1145
C -0.13633 0.03194 2.47098  -0.2114
C 0.93934 -1.03247 2.28222  -0.2232
O 0.67117 -1.80121 1.12406  -0.3710
C 1.66104 -2.79720 0.88179  -0.0916
H -1.89175 2.12583 -2.85743  0.0919
H -0.49229 3.17357 -2.35563  0.0974
H -2.15671 3.64716 -2.02968  0.0932
H -1.96022 3.64859 0.35686  0.1293
H -0.29433 3.43252 0.02246  0.1304
H -2.13337 1.57592 1.62221  0.1271
H -0.89999 2.59142 2.40699  0.1271
H 0.74067 1.36684 1.14377  0.1256
H -1.14018 -0.39828 2.46311  0.1259
H 0.11702 0.49607 3.43699  0.1249
H 0.95049 -1.66885 3.17307  0.1289
H 1.90471 -0.52897 2.14732  0.1311
H 1.31687 -3.33314 0.00007  0.0767
H 1.73042 -3.48162 1.73248  0.0930
H 2.66840 -2.42759 0.67314  0.1007

Output
E_HOMO = -9.907 eV
relative energy (zero: lowest compared OMol25 entry of this formula, charge and spin) = 4.8 kcal per mole
charge = 0
orbital gap = 9.6736 eV

---

# 2
C6H15CsNO4S | ωB97M-V/def2-TZVPD

Last column: Löwdin charge in e.
Geometry (Å):
Cs 0.46382 2.48988 3.57015  1.0556
S 3.50426 1.07930 3.57429  0.1116
O 4.68830 0.25179 3.29194  -0.4318
O 3.42986 2.25097 2.63919  -0.5616
O 2.24563 0.25963 3.35736  -0.6536
O 3.51666 1.58225 4.97990  -0.4946
C -1.31905 -2.46116 0.49234  -0.0860
C -1.07347 -1.81494 -0.87589  -0.2737
N -1.27463 -0.37911 -0.86688  -0.2006
C -1.54322 0.15363 -2.19147  -0.2524
C -0.45314 -0.07366 -3.26063  -0.0868
C -0.19930 0.28466 -0.14289  -0.2440
C -0.45209 1.74551 0.14075  -0.1197
H -2.12286 -1.95029 1.02273  0.0743
H -0.42954 -2.45594 1.12119  0.0722
H -1.61832 -3.50142 0.34721  0.0646
H -0.05679 -2.08108 -1.21033  0.1195
H -1.77027 -2.25707 -1.59350  0.1103
H -2.45945 -0.32589 -2.54750  0.1075
H -1.72698 1.22262 -2.11507  0.0945
H -0.39012 -1.12120 -3.56832  0.0621
H -0.65336 0.53303 -4.14300  0.0643
H 0.54971 0.15723 -2.89253  0.0675
H 0.77834 0.16725 -0.63520  0.1264
H -0.09356 -0.20672 0.82741  0.1148
H -1.36977 1.89621 0.72053  0.0712
H -0.55977 2.39069 -0.73492  0.0661
H 0.38912 2.16381 0.69313  0.0223

Output
E_HOMO = -3.414 eV
relative energy (zero: lowest compared OMol25 entry of this formula, charge and spin) = 1.0 kcal per mole
charge = -1
orbital gap = 5.0078 eV

---

# 3
C6H15F3N3 | ωB97M-V/def2-TZVPD

Last column: Löwdin charge in e.
Geometry (Å):
C -0.84936 -0.99817 0.58254  -0.1755
C -2.24732 -0.69482 0.05283  -0.1666
C 0.20092 -1.19227 -0.51579  -0.1302
C -2.42244 0.58164 -0.74479  -0.1466
C 1.56829 -0.89257 0.05477  -0.3359
C 1.99958 0.81161 0.09583  -0.4130
N 1.81851 -1.55524 1.31531  0.1572
N 3.26722 1.12778 -0.28549  0.1967
N -1.97355 1.81830 0.05625  0.2045
F 2.45311 -1.26267 -1.07271  -0.0615
F 1.72857 1.14753 1.40281  0.0620
F 0.81878 1.37281 -0.62483  -0.0567
H -0.40091 -0.14871 1.08375  0.0953
H -0.95387 -1.72131 1.26103  0.0786
H -2.47230 -1.43200 -0.83052  0.1724
H -2.93017 -0.72458 0.84985  0.1011
H 0.16903 -2.24975 -0.80372  0.1361
H 0.18133 -0.69901 -1.49159  0.1241
H -3.49073 0.62759 -1.05312  0.1432
H -1.84769 0.71700 -1.66447  0.1289
H 1.55930 -2.47918 1.36864  0.0695
H 2.75759 -1.40915 1.65503  0.1087
H 3.42497 2.03536 0.07345  0.1073
H 3.26282 1.02985 -1.29717  0.1293
H -2.42014 1.68124 1.04783  0.2344
H -2.19876 2.58702 -0.53702  0.1518
H -1.00277 1.92171 0.02132  0.0849

Output
SMILES = NC(F)(F)[C@](N)(F)CCCC[NH3+]
E_HOMO = -13.495 eV
relative energy (zero: lowest compared OMol25 entry of this formula, charge and spin) = 7.3 kcal per mole
charge = +1
orbital gap = 10.1750 eV

---

# 4
C6H15F6OPS | ωB97M-V/def2-TZVPD

Last column: Löwdin charge in e.
Geometry (Å):
C -0.50864 0.91281 -0.36718  -0.0934
C 0.15555 0.64348 -1.71839  -0.3674
S 1.26087 -0.75557 -1.78362  1.1411
C 0.36016 -2.26145 -1.38950  -0.3697
C 0.99042 -3.13382 -0.30904  -0.1009
C 2.64610 -0.50376 -0.68378  -0.3099
C 2.38440 -0.25475 0.80312  -0.2978
O 2.79046 1.06624 1.07829  -0.0364
H -0.40598 0.05429 0.28691  0.0659
H -1.57818 1.04541 -0.50315  0.0628
H -0.11347 1.81264 0.08786  0.0946
H 0.73577 1.48206 -2.09430  0.1003
H -0.59716 0.43004 -2.47452  0.1002
H -0.67579 -2.03164 -1.15358  0.1049
H 0.34485 -2.81493 -2.32294  0.0869
H 1.32835 -2.58012 0.55757  0.0604
H 1.77741 -3.75650 -0.72141  0.0857
H 0.21680 -3.81307 0.03998  0.0924
H 3.11722 0.39519 -1.07880  0.1062
H 3.34200 -1.31629 -0.86413  0.0998
H 2.98053 -0.96660 1.37736  0.1255
H 1.35052 -0.44199 1.08201  0.0941
H 3.10622 1.12417 1.98304  0.1037
F -3.57283 0.89940 0.46780  -0.2426
P -3.58612 2.24707 1.46244  0.3661
F -3.03762 1.08804 2.51803  -0.2243
F -5.16876 2.36810 1.04146  -0.1985
F -3.32717 3.07332 0.04001  -0.2270
F -2.15722 3.01718 1.81649  -0.2231
F -4.15867 2.97106 2.82198  -0.1995

Output
E_HOMO = -10.157 eV
charge = 0
orbital gap = 9.4275 eV

---

# 5
C6H15FN3S | ωB97M-V/def2-TZVPD

Last column: Löwdin charge in e.
Geometry (Å):
C 0.37898 -2.21001 -3.09061  -0.8685
C 1.79986 0.82605 0.42570  -0.0649
C 0.42243 1.03669 1.06847  -0.2772
C 0.36601 0.75869 2.60056  -0.1070
C -0.84580 -0.15344 2.76928  -0.1561
C -1.67853 0.07255 1.54995  -0.0893
N 0.98714 -2.15978 -4.24643  0.1425
N 0.21109 -2.55899 -1.90534  -0.1196
N -0.64323 0.07656 0.39895  0.0751
F -1.48748 2.34034 -1.43442  -0.1190
S -1.26702 -1.67443 -2.67937  0.7069
H 1.70206 0.67019 -0.65858  0.0713
H 2.27807 -0.17234 0.59183  0.0990
H 2.49267 1.68233 0.58033  0.1032
H 0.09722 2.14096 0.73911  0.1825
H -1.02353 0.23540 -0.58409  0.1183
H 1.28320 0.22558 2.86874  0.1245
H 0.22131 1.71923 3.07260  0.1224
H -1.42719 0.06901 3.66538  0.1348
H -0.59294 -1.17367 2.81331  0.1076
H -2.34485 -0.70429 1.32827  0.1216
H -1.95662 1.09821 1.44317  0.1283
H 1.92562 -2.49100 -4.32063  0.1154
H 0.56499 -1.59235 -5.02589  0.1519
H -0.32179 -0.87743 0.26045  0.1313
H -1.14167 2.81593 -2.23074  0.1649

Output
E_HOMO = -11.658 eV
relative energy (zero: lowest compared OMol25 entry of this formula, charge and spin) = 0.0 kcal per mole
charge = +1
orbital gap = 9.0659 eV

---

# 6
C6H15INNaO2 | ωB97M-V/def2-TZVPD

Last column: Löwdin charge in e.
Geometry (Å):
Na 4.91274 -1.93495 -1.76135  0.4020
I 3.53803 -1.57019 0.72248  -0.1791
C 1.34492 3.32196 -2.05298  -0.1323
O 1.12503 1.95403 -2.26218  -0.1960
C 0.36211 1.38239 -1.21001  -0.2343
C -0.05640 -0.01427 -1.61336  -0.2211
N 0.06040 -1.03993 -0.60490  -0.0797
C -0.75377 -0.80054 0.55822  -0.2458
C -0.73431 -2.02146 1.45776  -0.2079
O -1.04969 -1.69492 2.80927  -0.1948
C -2.39488 -1.33421 2.98570  -0.1307
H 1.77094 3.52492 -1.05985  0.0897
H 0.42138 3.89479 -2.19232  0.0878
H 2.09409 3.67956 -2.76281  0.0840
H -0.51655 2.01136 -0.98727  0.1239
H 0.96092 1.37198 -0.28799  0.1214
H 0.54231 -0.27683 -2.49517  0.1176
H -1.07068 0.01097 -2.03049  0.1175
H 1.04637 -1.10209 -0.35959  -0.0410
H -1.76458 -0.55275 0.22216  0.1187
H -0.41298 0.03963 1.19097  0.1278
H 0.29741 -2.36772 1.49567  0.0953
H -1.44139 -2.77651 1.10112  0.1226
H -2.55031 -1.15610 4.04709  0.0858
H -3.07773 -2.12945 2.65451  0.0880
H -2.65342 -0.41968 2.43533  0.0808

Output
E_HOMO = -8.118 eV
relative energy (zero: lowest compared OMol25 entry of this formula, charge and spin) = 0.0 kcal per mole
charge = 0
orbital gap = 6.8042 eV

---

# 7
C6H15N | ωB97M-V/def2-TZVPD

Last column: Löwdin spin population.
Geometry (Å):
C 0.29435 -0.62693 0.72495  0.1419
C -0.33791 -1.07840 -0.61218  0.0090
C -1.69804 -1.70442 -0.37294  0.1555
C 0.60001 -1.95999 -1.44471  0.1218
C 0.86829 0.77254 0.62962  0.0765
N -0.13879 1.82907 0.38613  0.0123
C 0.34634 3.13856 0.74883  0.0680
H 1.14051 -1.27462 0.95181  0.0507
H -0.38430 -0.84436 1.55610  0.0641
H -0.64382 -0.22936 -1.23427  0.0012
H -2.29192 -1.72155 -1.30730  0.0192
H -2.26133 -1.06480 0.30910  0.0394
H -1.71612 -2.76313 -0.09435  0.0429
H 0.83688 -2.89850 -0.93637  0.0417
H 1.59765 -1.50820 -1.53863  0.0229
H 0.11212 -2.07926 -2.41767  0.0194
H 1.52223 1.00835 1.48432  0.0361
H 1.53395 0.86742 -0.24314  0.0082
H -0.89903 1.57699 1.00875  0.0365
H 1.20679 3.34542 0.10544  0.0047
H 0.69513 3.29343 1.78070  0.0201
H -0.38299 3.92174 0.51580  0.0081

Output
2S+1 = 2
E_HOMO (alpha / beta) = 1.512 / -5.688 eV
relative energy (zero: lowest compared OMol25 entry of this formula, charge and spin) = 11.0 kcal per mole
⟨S²⟩ = 0.75
charge = -1
orbital gap (alpha / beta) = 2.3230 / 9.5065 eV

---

# 8
C6H15N | ωB97M-V/def2-TZVPD

Last column: Löwdin charge in e.
Geometry (Å):
C -0.06666 3.41076 -0.73130  -0.1155
C -0.36871 2.47175 0.45238  -0.2471
C 0.62961 1.30098 0.61591  -0.2031
C -0.03417 -0.07841 0.77583  -0.2306
C 0.49746 -1.23787 -0.05800  -0.2159
C -0.35169 -2.50200 0.13152  -0.2853
N -0.21642 -3.47172 -0.97544  -0.0201
H -0.02515 4.44901 -0.41571  0.0613
H -0.77050 3.31063 -1.55513  0.0633
H 0.87269 3.26848 -1.26622  0.0603
H -1.40098 2.17424 0.25492  0.0940
H -0.39699 2.99886 1.40183  0.0958
H 1.17252 1.55294 1.52669  0.1009
H 1.34380 1.33554 -0.20444  0.0983
H -0.28145 -0.23197 1.82798  0.1156
H -1.07753 0.05473 0.45312  0.0947
H 1.56803 -1.34897 0.09794  0.1132
H 0.33651 -0.93306 -1.08189  0.1052
H -0.16178 -2.97222 1.09701  0.1051
H -1.36953 -2.11967 0.13698  0.1002
H -1.06622 -3.47623 -1.52929  0.0551
H 0.40685 -3.05462 -1.67175  0.0545

Output
SMILES = CCCCCCN
E_HOMO = -9.428 eV
relative energy (zero: lowest compared OMol25 entry of this formula, charge and spin) = 27.2 kcal per mole
charge = 0
orbital gap = 10.5843 eV

---

# 9
C6H15N | ωB97M-V/def2-TZVPD

Last column: Löwdin charge in e.
Geometry (Å):
C 1.56282 2.60174 0.41970  -0.1120
N 0.90007 1.71496 -0.61719  -0.0647
C 0.05563 0.69786 0.24272  -0.3689
C -0.04887 -0.61332 -0.66482  -0.1767
C -0.58101 -1.91085 0.14364  -0.2377
C 0.01365 -3.12205 -0.50777  -0.1263
C -1.33693 1.07091 0.67968  -0.0778
H 1.13550 2.49589 1.39160  0.0582
H 1.17872 3.57357 -0.04895  0.0935
H 2.57410 2.76143 0.46286  0.0260
H 0.40770 2.23270 -1.31109  0.0717
H 0.71766 0.22006 0.96488  0.1215
H -0.51134 -0.50891 -1.60491  0.0869
H 1.04304 -0.71529 -0.82656  0.0986
H -0.26139 -1.75960 1.19838  0.1090
H -1.63756 -1.72629 0.24276  0.0888
H -0.49470 -3.94230 -0.18150  0.0232
H 1.03653 -3.04522 -0.71313  0.0557
H -0.42295 -3.45835 -1.55459  0.1186
H -2.02855 0.77622 -0.06362  0.0556
H -1.55526 2.16099 0.87750  0.0969
H -1.74687 0.49584 1.47042  0.0600

Output
SMILES = CCC[C@H](C)NC
E_HOMO = -8.620 eV
relative energy (zero: lowest compared OMol25 entry of this formula, charge and spin) = 77.2 kcal per mole
charge = 0
orbital gap = 9.7373 eV

---

# 10
C6H15N | ωB97M-V/def2-TZVPD

Last column: Löwdin charge in e.
Geometry (Å):
C 0.14510 -2.39965 -0.97260  -0.1077
C 0.50363 -0.93876 -1.32856  -0.2583
C 1.20972 -0.24375 -0.15431  -0.2391
C 0.48759 -0.23999 1.17369  -0.2297
C -0.83182 0.53504 1.20445  -0.2055
C -0.69787 2.02408 0.85243  -0.2883
N -0.87720 2.40328 -0.54766  -0.0072
H 0.15122 -3.03757 -1.86278  0.0665
H 0.83597 -2.90099 -0.29469  0.0712
H -0.86829 -2.36227 -0.57457  0.0678
H 1.18331 -0.89135 -2.18019  0.1011
H -0.41817 -0.44456 -1.61098  0.0847
H 2.16279 -0.76858 -0.04088  0.1112
H 1.47688 0.77106 -0.45821  0.0990
H 1.16605 0.25725 1.87880  0.1103
H 0.34694 -1.23848 1.59405  0.1053
H -1.56524 0.08370 0.52962  0.1029
H -1.23100 0.42995 2.21620  0.1032
H 0.29514 2.38591 1.12466  0.1072
H -1.43330 2.57155 1.44541  0.1031
H -1.80248 2.14978 -0.88059  0.0643
H -0.23899 1.85432 -1.11329  0.0381

Output
SMILES = CCCCCCN
E_HOMO = -9.231 eV
relative energy (zero: lowest compared OMol25 entry of this formula, charge and spin) = 10.5 kcal per mole
charge = 0
orbital gap = 10.3604 eV

---

| no. | F_max (eV/Å) | calculated total energy (a.u.) |
| --- | --- | --- |
| 1 | 1.45 | -887.53898 |
| 2 | 1.23 | -1011.71611 |
| 3 | 6.40 | -701.20403 |
| 4 | 1.73 | -1651.63359 |
| 5 | 2.92 | -899.62399 |
| 6 | 1.00 | -902.83462 |
| 7 | 1.36 | -292.28078 |
| 8 | 1.77 | -292.32574 |
| 9 | 6.16 | -292.24601 |
| 10 | 1.04 | -292.35225 |